(1)
{
  "formula": "C5H32N2O9",
  "method": "ωB97M-V/def2-TZVPD",
  "relative_energy_kcal_mol": 59.1,
  "e_tot_ha": -995.90449,
  "multiplicity": 2,
  "e_lumo_ev": [-2.734, -8.163],
  "homo_ev": [-13.8, -13.8],
  "charge": 1,
  "species": ["O", "O", "O", "O", "O", "O", "O", "O", "O", "N", "N", "C", "C", "C", "C", "C", "H", "H", "H", "H", "H", "H", "H", "H", "H", "H", "H", "H", "H", "H", "H", "H", "H", "H", "H", "H", "H", "H", "H", "H", "H", "H", "H", "H", "H", "H", "H", "H"],
  "coordinates": [[0.311815, -1.005457, 4.261985], [-2.729396, 2.013850, 0.951660], [-3.294012, 0.332313, -1.444901], [0.201475, 0.062638, -3.700548], [1.144873, -2.371560, -3.286655], [2.626204, 3.082587, 2.285313], [3.290001, 2.215780, -0.128294], [-2.511703, -0.376400, -3.731555], [0.064047, 1.301790, 2.903817], [-0.608744, 1.349136, -1.344312], [0.212723, -1.146023, 0.742431], [-1.033708, -1.646613, 0.244013], [0.898074, -0.351485, -0.311119], [0.403875, -3.396274, 2.056547], [0.444211, 1.237032, -0.261315], [1.119259, -2.297217, 1.163399], [2.751435, 2.898105, 3.158584], [1.043719, -4.091305, 2.617383], [-1.523944, 0.982091, -1.131845], [0.207761, 0.615923, -2.836032], [0.737499, -1.634896, -3.618165], [-1.970364, 1.790503, 0.367632], [-1.255625, -2.574576, 0.937807], [-0.147249, -3.059865, 2.845605], [-0.283591, -4.085411, 1.401899], [-1.524823, -0.349278, -3.561619], [-1.722825, -0.856005, 0.025153], [-0.841679, 1.557953, 3.130224], [0.591844, -0.723519, -1.234043], [-2.717962, -1.251998, -3.923700], [1.219676, 1.851335, -0.445177], [0.242943, 0.761348, -4.434359], [3.571350, 2.954002, 0.348266], [-0.839708, -2.087035, -0.806934], [1.669068, -2.790141, 0.287136], [-3.420158, 2.404118, 0.481187], [0.007853, 0.539268, 2.289467], [-0.642551, 2.277626, -1.719256], [0.359685, -0.469949, 3.530863], [0.181407, 1.572863, 0.789477], [-3.186735, -0.010720, -2.396234], [1.783583, -1.721986, 2.073345], [1.738608, 2.556015, 2.029576], [-4.127981, -0.006930, -1.075114], [3.170437, 1.453452, 0.452710], [1.124604, -2.444064, -2.411590], [0.685513, -0.468692, 4.931830], [2.073660, -0.326981, -0.126652]],
  "forces_ev_per_angstrom": [[-0.47, -3.18, 1.47], [2.86, -1.44, 1.60], [-0.41, -0.56, -0.03], [0.07, 2.74, -0.21], [1.99, -3.47, -4.33], [-3.59, -1.11, -4.61], [-0.91, -2.43, -2.26], [1.55, 2.07, 0.53], [0.29, -0.34, -0.63], [2.09, 0.06, 1.19], [2.22, -3.04, -3.87], [-0.22, -2.76, 0.86], [2.76, 4.16, 3.81], [0.17, -2.18, -3.75], [-3.83, -3.29, 0.25], [0.80, 0.62, 5.10], [0.48, -0.71, 3.91], [0.72, 0.34, -0.87], [-0.46, -0.03, -0.12], [-0.39, -0.80, -1.37], [-1.50, 3.19, -0.92], [-1.43, 0.72, 0.33], [-0.76, 2.45, -1.58], [-1.80, 1.77, 1.82], [1.33, 1.12, 1.19], [-0.91, 0.08, -0.58], [-1.01, 0.28, 0.39], [-0.07, -0.10, -0.16], [-0.15, -0.60, -1.50], [-0.57, -2.48, -0.79], [2.87, 1.67, -1.37], [-0.03, -1.58, 1.41], [0.66, 1.51, 1.75], [0.00, 0.41, 1.35], [-0.54, 1.39, 1.14], [-1.43, 0.87, -1.59], [-0.50, 1.03, 0.45], [-0.34, 0.52, 0.05], [0.09, 1.91, -2.11], [-0.37, -0.70, -1.27], [-0.17, 0.44, 0.95], [-0.84, -1.59, -3.01], [3.00, 1.99, 1.22], [0.49, 0.29, -0.29], [0.58, 0.84, 0.26], [-0.23, -0.19, 5.36], [0.53, 0.70, 1.31], [-2.61, -0.60, -0.46]]
}

=====

(2)
{
  "formula": "C15H10AuF10N2SSe",
  "method": "ωB97M-V/def2-TZVPD",
  "e_tot_ha": -4620.78068,
  "e_lumo_ev": [-4.968, -4.968],
  "homo_ev": [-11.1, -11.1],
  "charge": 1,
  "species": ["Au", "Se", "S", "F", "F", "F", "F", "F", "F", "F", "F", "F", "F", "N", "N", "C", "C", "C", "C", "C", "C", "C", "C", "C", "C", "C", "C", "C", "C", "C", "H", "H", "H", "H", "H", "H", "H", "H", "H", "H"],
  "coordinates": [[0.695035, 0.113219, 0.616103], [-0.108931, -1.390566, -1.387222], [-1.336062, 0.580059, -0.356522], [-3.376370, -3.378460, 2.243722], [-1.244517, -2.014950, 1.402878], [3.028037, 0.972583, -4.805060], [-4.079016, 1.402839, -0.187523], [-1.964413, -0.865677, -3.749941], [-6.198900, 0.091796, 0.821887], [2.495492, -0.081244, -2.383156], [1.098853, 1.060898, -6.683532], [-5.872466, -2.356669, 1.940119], [-1.395810, 0.191224, -6.158245], [0.736987, 0.339998, 3.044423], [2.898780, 0.073969, 0.840332], [-3.552271, -2.204684, 1.650165], [-4.824009, -1.681942, 1.503676], [-2.464274, -1.497035, 1.180853], [0.821044, 0.563327, -5.495695], [3.526838, 1.103422, 1.711022], [-3.894231, 0.225503, 0.408804], [-0.458691, 0.106265, -5.226849], [-4.990205, -0.443803, 0.911297], [1.735565, 1.318987, 3.533807], [-0.737164, -0.434019, -3.988841], [3.153503, 0.919788, 3.174808], [-2.608720, -0.292270, 0.507100], [1.528048, -0.035355, -3.301378], [0.255189, -0.530959, -3.004439], [1.816282, 0.506726, -4.531296], [3.333046, -0.120710, 3.473318], [0.911622, -0.574878, 3.448398], [3.209129, 2.084264, 1.357925], [3.833166, 1.533223, 3.767136], [4.612190, 1.046377, 1.615897], [1.658040, 1.430735, 4.617027], [3.192633, -0.844710, 1.159945], [3.253802, 0.172453, -0.106697], [-0.186964, 0.624706, 3.350523], [1.499735, 2.285569, 3.085212]],
  "forces_ev_per_angstrom": [[0.34, 0.22, 0.08], [-0.41, -0.11, 0.34], [0.02, -0.31, -0.11], [0.00, 0.05, 0.02], [-0.01, -0.05, -0.15], [-0.02, -0.03, 0.02], [0.01, -0.08, -0.02], [-0.05, -0.03, 0.06], [0.04, -0.05, -0.05], [0.06, 0.00, 0.02], [-0.01, 0.03, 0.02], [0.04, 0.05, 0.04], [0.01, -0.03, 0.03], [0.06, 0.11, 0.04], [0.09, 0.16, -0.03], [0.04, -0.13, 0.07], [-0.11, -0.12, 0.07], [0.19, 0.01, 0.05], [0.04, 0.07, -0.15], [0.03, -0.12, 0.10], [-0.02, 0.17, -0.13], [-0.05, 0.03, -0.12], [-0.23, 0.14, -0.01], [-0.20, -0.13, 0.08], [0.26, -0.02, 0.25], [-0.02, -0.02, -0.14], [0.00, 0.02, -0.07], [-0.32, -0.16, 0.16], [0.01, 0.29, -0.39], [0.14, 0.09, -0.10], [0.06, 0.05, 0.04], [-0.02, 0.03, 0.10], [0.00, 0.00, -0.03], [0.03, -0.03, 0.01], [0.02, 0.01, -0.07], [0.01, 0.04, 0.02], [-0.02, -0.04, -0.06], [0.03, -0.06, 0.01], [-0.03, -0.07, 0.00], [-0.03, 0.01, 0.02]]
}